# C6H16NO

2 unconnected molecules or ions with the total composition C6H16NO at a distorted geometry (ωB97M-V/def2-TZVPD, OMol25).

Structure (XYZ):
```
24
C6H16NO (ωB97M-V/def2-TZVPD)
O -1.78 0.12 2.32
N 0.36 -1.09 1.41
C -1.73 -0.98 -2.23
C 1.64 -0.29 1.07
C 1.22 1.28 -0.87
C -0.02 0.74 -1.54
C 1.23 1.13 0.63
C -0.40 -0.52 -1.70
H -2.19 -0.23 -2.87
H 1.41 2.38 -1.02
H -1.67 -1.97 -2.74
H -2.38 -1.18 -1.39
H 2.03 1.79 1.08
H -0.66 1.60 -1.80
H -2.21 0.18 3.20
H -2.05 1.02 2.03
H 2.09 0.89 -1.41
H 0.38 -1.25 -1.75
H -0.47 -0.83 0.84
H 2.45 -0.42 1.79
H 2.11 -0.79 0.20
H -0.03 -0.84 2.34
H 0.42 -2.13 1.33
H 0.24 1.39 1.07
```

**Spin multiplicity**: 2
**Orbital gap (spin up / spin down)**: 2.29 / 9.92 eV
**<S²>**: 0.75
**Total charge**: 0
**Energy**: -10013.92557 eV
**Lowest unoccupied orbital energy (spin up / spin down)**: 0.1 / 0.6 eV



# C6H16NO

2 unconnected molecules or ions with the total composition C6H16NO at a distorted geometry (ωB97M-V/def2-TZVPD, OMol25).

Structure (XYZ):
```
24
C6H16NO (ωB97M-V/def2-TZVPD)
O 1.09 1.79 -1.29
N 1.59 0.72 0.95
C 0.26 -1.29 0.70
C -1.16 -0.77 -2.00
C -1.50 0.16 1.81
C 1.60 -0.64 0.32
C -0.98 -0.38 0.53
C -1.58 -0.24 -0.67
H -0.10 -2.08 0.05
H -0.33 -0.36 -2.47
H 0.42 0.95 1.27
H 2.04 0.59 1.82
H -2.53 0.31 -0.79
H -1.07 -1.79 -2.05
H 0.36 2.28 -1.68
H 0.34 -1.72 1.66
H -1.55 1.27 1.78
H 2.47 -1.31 0.69
H -0.70 -0.11 2.69
H 1.51 1.40 -2.18
H 1.73 1.49 0.24
H -1.66 -0.41 -2.83
H 1.86 -0.58 -0.73
H -2.45 -0.36 2.08
```

**Spin multiplicity**: 1
**Orbital gap**: 9.74 eV
**Total charge**: +1
**Energy**: -10009.99249 eV
**Lowest unoccupied orbital energy**: -3.2 eV



# C6H16NO

3 unconnected molecules or ions with the total composition C6H16NO at a distorted geometry (ωB97M-V/def2-TZVPD, OMol25).

Structure (XYZ):
```
24
C6H16NO (ωB97M-V/def2-TZVPD)
O 1.22 0.51 -1.29
N 3.34 -1.36 -0.86
C -3.70 0.07 -1.10
C 1.54 1.28 1.25
C -1.27 -0.15 -0.17
C -0.38 -0.53 0.96
C 0.24 0.63 1.81
C -2.56 -0.58 -0.26
H 2.75 -0.69 -1.31
H -3.24 0.98 -1.48
H 1.51 0.82 -2.18
H -0.93 -1.29 1.59
H -0.62 1.32 1.90
H -3.96 -0.63 -1.91
H 0.53 -1.10 0.65
H 0.45 0.35 2.80
H 4.17 -0.87 -0.52
H 1.34 1.82 0.29
H -4.62 0.18 -0.49
H 2.03 1.98 2.03
H 2.21 0.49 0.62
H 3.46 -2.06 -1.63
H -2.86 -1.51 0.28
H -0.64 0.34 -0.98
```

**Spin multiplicity**: 1
**Orbital gap**: 3.64 eV
**Total charge**: +1
**Energy**: -10003.53783 eV
**Lowest unoccupied orbital energy**: -9.5 eV



# C6H16NO

2 unconnected molecules or ions with the total composition C6H16NO at a distorted geometry (ωB97M-V/def2-TZVPD, OMol25).

Structure (XYZ):
```
24
C6H16NO (ωB97M-V/def2-TZVPD)
O 1.17 0.25 -3.96
N -0.19 0.62 -1.59
C -1.12 -0.66 1.96
C 0.14 -0.71 1.33
C 0.90 -1.96 1.42
C 0.85 0.49 0.77
C 0.12 1.35 -0.29
C -2.12 0.40 1.99
H 1.80 -1.97 0.81
H 0.33 -2.89 1.35
H -0.03 -0.36 -1.48
H -1.45 -1.53 2.53
H -0.78 1.85 0.02
H 1.36 -1.97 2.43
H -2.66 0.43 1.06
H 1.35 -0.68 -4.13
H 1.82 0.27 0.41
H 0.43 0.92 -2.35
H 0.80 2.18 -0.45
H -1.69 1.39 2.08
H -2.80 0.34 2.84
H 0.99 1.15 1.64
H 1.09 0.64 -4.85
H -1.15 0.83 -1.84
```

**Spin multiplicity**: 2
**Orbital gap (spin up / spin down)**: 10.62 / 7.43 eV
**<S²>**: 0.75
**Total charge**: +2
**Energy**: -10000.25693 eV
**Lowest unoccupied orbital energy (spin up / spin down)**: -8.2 / -11.5 eV